(1)
Molecular formula: C32H50AsAuCl2NO2Si4
Method: DFT, ωB97M-V/def2-TZVPD

For the energy above the lowest of the compared OMol25 structures with the same formula, charge and spin, the calculation gives 0.0 kJ/mol. As for the HOMO energy: -4.6 eV. As for the net charge: -1. The calculation puts the total energy at -160674.248 eV. For the orbital gap, the calculation gives 0.2649 Ha. Its LUMO energy is 2.56 eV.

XYZ file:
```
93
C32H50AsAuCl2NO2Si4 | the OMol25 dataset | ωB97M-V/def2-TZVPD
Au -0.521 -0.333 -0.339
As -1.177 -2.127 1.171
Cl -0.930 3.994 -7.977
Cl 2.367 -0.115 -3.543
Si -2.394 0.974 2.322
Si -0.876 2.992 0.453
Si -2.772 -3.438 0.034
Si 0.534 -3.697 1.512
O -0.414 1.025 -2.023
O -2.512 0.426 -2.541
N 1.454 0.772 1.186
C -1.078 3.139 -6.458
C -0.880 1.283 1.249
C 0.431 1.192 1.950
C 2.697 0.774 1.648
C 0.113 -1.596 -3.059
C 0.502 -0.802 -5.336
C -0.039 3.198 -5.546
C 1.343 -4.679 0.111
C 3.016 1.168 2.938
C -3.827 -2.431 -1.147
C -0.858 4.392 1.740
C -1.426 -2.136 -4.870
C -0.161 2.512 -4.345
C 1.914 -2.793 2.404
C 1.969 1.565 3.763
C 0.475 -1.685 -1.620
C -1.041 -2.214 -3.546
C -3.897 -4.083 1.402
C -2.146 -4.979 -0.860
C 0.876 -0.905 -4.003
C -2.232 2.418 -6.199
C -1.452 1.003 -2.774
C 0.741 3.364 -0.434
C -0.656 -1.418 -5.775
C -3.181 2.502 3.131
C -2.026 -0.075 3.862
C 0.675 1.583 3.276
C -2.339 1.742 -4.994
C -1.308 1.782 -4.063
C -3.786 0.285 1.253
C -0.229 -4.954 2.695
C -2.432 3.285 -0.549
H -0.811 -4.457 3.474
H 4.038 1.152 3.290
H -2.333 4.207 -1.128
H -1.083 -0.613 3.804
H -0.036 4.265 2.451
H 0.641 2.527 -3.620
H -1.654 -4.763 -1.809
H 2.262 -4.188 -0.215
H -4.759 -4.605 0.975
H 0.707 -4.809 -0.763
H -1.668 -2.740 -2.839
H 0.409 -2.710 -1.276
H 1.494 -1.329 -1.463
H -3.963 2.147 3.810
H -0.887 -5.651 2.170
H 0.685 4.374 -0.854
H -3.395 -0.180 0.347
H -0.957 -1.326 -6.811
H -0.690 5.337 1.214
H 3.463 0.429 0.960
H -3.276 3.420 0.136
H -4.388 -0.453 1.793
H -2.007 0.567 4.749
H 0.977 2.658 -1.223
H 1.608 -5.675 0.480
H -3.006 -5.625 -1.069
H -0.143 1.920 3.900
H -4.355 -3.103 -1.832
H -3.254 -1.710 -1.735
H -2.342 -2.616 -5.193
H -3.649 3.169 2.403
H -3.026 2.388 -6.932
H -3.365 -4.783 2.051
H -3.220 1.162 -4.752
H 2.167 1.873 4.784
H -2.471 3.088 3.719
H -1.451 -5.549 -0.241
H -1.782 4.487 2.309
H 1.557 3.356 0.295
H 1.120 -0.228 -6.014
H 1.574 -2.403 3.367
H 0.560 -5.540 3.177
H -2.817 -0.818 4.001
H -2.690 2.468 -1.225
H 2.769 -3.452 2.579
H 0.851 3.768 -5.775
H -4.263 -3.262 2.022
H 2.253 -1.943 1.808
H -4.577 -1.867 -0.588
H -4.450 1.096 0.940
```


(2)
Molecular formula: C32H50ClIrN5O2PSi4
Method: DFT, ωB97M-V/def2-TZVPD

As for the HOMO energy (spin up / spin down): -9.6 / -10.1 eV. As for the net charge: +1. As for the expectation value of S²: 0.752. The calculation puts the total energy at -101703.037 eV. For the orbital gap (spin up / spin down), the calculation gives 0.2315 / 0.2315 Ha. Its LUMO energy (spin up / spin down) is -3.33 / -3.85 eV. As for the spin multiplicity: 2.

XYZ file:
```
96
C32H50ClIrN5O2PSi4 | the OMol25 dataset | ωB97M-V/def2-TZVPD
Ir -0.456 -1.163 0.007
Cl -5.078 -2.259 1.366
P -0.325 -3.587 0.008
Si 1.509 2.670 -0.881
Si -0.923 1.265 0.139
Si -2.152 2.604 -1.488
Si -0.759 2.307 2.286
O -2.882 0.682 0.694
O -2.545 -1.392 -0.028
N -0.390 -1.293 2.094
N -0.475 -1.283 -2.067
N 1.936 -1.236 -2.392
N 2.042 -1.264 2.307
N 1.554 -1.116 -0.030
C 4.888 -1.181 -1.532
C -1.673 2.041 -3.223
C 1.448 4.534 -0.953
C 0.864 1.962 3.173
C -0.441 -1.838 4.853
C -3.288 -0.449 0.380
C -4.769 -0.733 0.501
C -1.844 4.450 -1.488
C 6.132 -1.193 0.553
C 3.771 -1.182 0.608
C -0.047 -4.395 1.613
C 0.992 -4.287 -1.031
C 2.307 -1.181 -1.166
C 3.737 -1.176 -0.774
C 0.529 -1.437 -4.235
C 2.793 2.130 0.363
C 2.360 -1.191 1.068
C -0.687 -1.610 -4.840
C 6.097 -1.186 -0.839
C -1.672 -1.474 -2.683
C 1.874 2.072 -2.609
C -4.005 2.371 -1.297
C 4.958 -1.197 1.306
C -0.863 4.167 2.106
C 0.738 -1.620 4.189
C 0.761 -1.371 2.809
C -1.828 -4.399 -0.603
C -1.538 -1.527 2.773
C -1.820 -1.647 -4.036
C 0.636 -1.298 -2.842
C -2.167 1.827 3.432
C -1.615 -1.805 4.114
H -0.021 4.554 1.535
H 2.485 1.174 -2.612
H 0.892 -4.053 2.052
H -4.512 3.185 -1.822
H -2.426 2.692 4.048
H 2.488 1.270 0.951
H -2.526 -1.487 -2.036
H -0.892 4.689 -1.952
H 7.089 -1.199 1.057
H -1.869 1.020 4.104
H 1.521 2.832 3.110
H -2.627 4.911 -2.097
H -2.480 2.244 -3.933
H -3.062 1.517 2.898
H -5.255 0.072 1.039
H -2.441 -1.537 2.200
H 0.975 1.867 -3.189
H 3.020 2.944 1.053
H -5.199 -0.828 -0.495
H 2.467 4.891 -0.766
H -0.859 -4.152 2.299
H -0.450 -2.043 5.915
H -2.668 -4.154 0.049
H -1.792 4.477 1.627
H 0.839 -4.001 -2.073
H -0.796 2.591 -3.570
H -0.759 -1.727 -5.913
H -1.870 4.924 -0.508
H 0.677 1.773 4.234
H 2.427 2.865 -3.122
H 7.029 -1.186 -1.390
H -4.335 1.430 -1.746
H 1.157 4.871 -1.948
H 0.792 5.012 -0.231
H -4.329 2.385 -0.258
H 1.967 -3.912 -0.714
H -0.832 4.642 3.092
H -2.583 -1.984 4.561
H -0.003 -5.477 1.483
H 3.712 1.862 -0.170
H 1.694 -1.646 4.690
H 4.971 -1.205 2.388
H -1.682 -5.480 -0.625
H 0.988 -5.375 -0.958
H 1.452 -1.423 -4.795
H 1.413 1.109 2.785
H -2.807 -1.790 -4.449
H -2.064 -4.051 -1.609
H 4.846 -1.182 -2.613
H -1.443 0.978 -3.278
```


(3)
Molecular formula: C32H50ClO2PY
Method: DFT, ωB97M-V/def2-TZVPD

For the energy above the lowest of the compared OMol25 structures with the same formula, charge and spin, the calculation gives 0.3 kJ/mol. As for the HOMO energy (spin up / spin down): -0.8 / -1.7 eV. As for the net charge: -1. The calculation puts the total energy at -60945.534 eV. For the orbital gap (spin up / spin down), the calculation gives 0.1065 / 0.1394 Ha. Its LUMO energy (spin up / spin down) is 2.14 / 2.14 eV.

XYZ file:
```
87
C32H50ClO2PY | the OMol25 dataset | ωB97M-V/def2-TZVPD
Y 0.559 -0.113 1.795
Cl -0.582 -0.605 3.973
P -0.911 0.014 -0.749
O 2.187 -1.788 1.749
O 2.935 -0.544 3.450
C -1.277 4.057 -1.942
C -2.635 -0.251 -0.043
C -1.771 1.404 -3.177
C 3.939 -3.848 2.267
C -5.295 0.279 1.161
C 4.843 -4.193 4.884
C -1.928 3.964 -3.328
C 1.708 2.072 0.936
C 0.630 -1.100 -2.828
C 3.750 -2.836 3.203
C -4.049 0.046 2.023
C -0.531 -1.433 -1.871
C -1.456 2.787 -1.100
C -5.145 -0.268 -0.268
C -0.118 -2.985 -4.393
C 2.340 -0.682 0.299
C 4.959 -5.242 3.968
C 2.961 -1.623 2.843
C -1.320 -3.236 -3.471
C 1.052 -2.316 -3.667
C -0.986 1.535 -1.863
C -2.755 0.457 1.319
C 4.521 -5.055 2.645
C 3.148 2.445 1.087
C 1.138 2.761 3.312
C 0.758 2.319 1.919
C -3.819 0.137 -0.936
C 3.564 2.568 2.559
C -1.593 2.656 -4.053
C -1.726 -2.019 -2.635
C 2.568 3.339 3.421
C 4.263 -2.978 4.505
H -3.816 1.224 -1.105
H -3.017 4.082 -3.240
H -0.896 2.898 -0.162
H 2.570 4.409 3.166
H -3.976 -1.018 2.283
H -1.690 4.915 -1.399
H -0.323 2.392 1.683
H -5.185 -1.368 -0.237
H -0.418 -2.381 -5.260
H 1.401 1.778 -0.073
H 0.220 -3.946 -4.795
H 3.355 3.395 0.565
H -2.733 1.548 1.173
H -2.146 -1.243 -3.292
H 1.817 -2.003 -4.389
H 1.525 -3.051 -3.000
H -3.760 -0.350 -1.922
H 3.787 1.702 0.598
H -1.447 0.529 -3.755
H 3.631 1.547 2.964
H 5.207 -4.322 5.906
H -1.066 -4.053 -2.784
H -2.517 2.669 -0.833
H -2.696 -1.343 0.126
H -0.202 4.247 -2.063
H -2.838 1.259 -2.954
H 0.071 1.701 -2.140
H 2.268 -1.436 -0.478
H -2.519 -2.309 -1.933
H 2.894 3.279 4.465
H -5.986 0.067 -0.889
H 3.361 -0.315 0.400
H -0.547 2.690 -4.391
H -0.171 -2.202 -1.159
H 1.042 1.909 4.018
H 5.387 -6.201 4.274
H -1.930 0.189 2.005
H 4.186 -2.139 5.189
H 1.490 -0.730 -2.255
H -4.141 0.592 2.967
H 4.559 3.023 2.631
H 3.608 -3.687 1.237
H -2.180 -3.571 -4.060
H 0.313 -0.288 -3.500
H -1.582 4.800 -3.946
H 0.422 3.523 3.657
H 4.630 -5.851 1.914
H -5.520 1.355 1.119
H -2.209 2.555 -4.956
H -6.162 -0.198 1.632
```


(4)
Molecular formula: C32H52N3O18
Method: DFT, ωB97M-V/def2-TZVPD

For the energy above the lowest of the compared OMol25 structures with the same formula, charge and spin, the calculation gives 80.6 kJ/mol. As for the HOMO energy: -12.2 eV. As for the net charge: +1. The calculation puts the total energy at -75348.548 eV. For the orbital gap, the calculation gives 0.3564 Ha. Its LUMO energy is -2.53 eV.

XYZ file:
```
105
C32H52N3O18 | the OMol25 dataset | ωB97M-V/def2-TZVPD
O 0.418 5.250 -1.493
O 4.228 -6.629 -5.294
O 2.576 7.021 1.686
O 2.511 4.590 -2.006
O -4.288 -7.711 4.895
O -1.413 1.110 -5.668
O -3.025 -1.498 7.820
O -2.815 0.064 -7.094
O 3.496 -4.896 -4.074
O 1.969 6.780 -1.993
O 0.722 8.245 1.313
O -1.970 0.451 7.387
O -5.231 -5.861 5.781
O 2.200 -6.729 -4.316
O -1.141 -1.080 -6.138
O -1.700 -1.293 6.007
O -3.045 -5.868 5.289
O 0.969 7.090 3.239
N 0.618 0.361 1.213
N 1.134 -1.537 -0.204
N -0.343 -2.995 0.419
C 1.293 -3.617 -1.481
C -1.998 -2.034 -6.777
C 1.713 5.462 -1.848
C -3.406 -4.515 5.591
C -0.559 -1.860 1.233
C 3.110 6.416 2.870
C 0.697 7.458 -2.011
C 0.036 -0.497 4.505
C 1.359 7.521 2.013
C 0.349 -0.967 0.818
C -0.729 -3.179 -3.024
C -1.757 0.132 -6.246
C -4.061 -1.703 -8.214
C 1.856 6.022 3.605
C -4.656 -4.701 6.406
C -0.136 6.536 -1.159
C 0.797 -2.989 -2.849
C -5.599 -3.526 6.372
C 3.212 -6.148 -4.541
C 0.819 8.877 -1.501
C 5.132 -5.543 -5.525
C 2.010 5.919 5.103
C -2.306 -0.841 7.143
C 5.218 -3.224 -4.504
C 4.902 -4.687 -4.307
C 0.655 -2.770 -0.394
C 0.696 2.469 -0.190
C -0.905 0.783 6.488
C -2.707 -1.185 -7.797
C -0.124 1.248 0.230
C -1.177 -0.143 5.330
C -4.200 -6.595 5.286
H 4.847 -5.051 -6.458
H -6.555 -3.783 6.827
H 3.704 7.165 3.400
H -0.006 6.697 -0.094
H -4.686 -1.916 -7.346
H -3.960 -2.614 -8.805
H -2.084 -1.018 -8.680
H 2.464 6.822 5.514
H -4.421 -4.964 7.442
H 2.631 5.063 5.369
H -0.944 1.834 6.210
H 3.743 5.567 2.621
H 0.655 3.310 0.511
H 1.437 5.091 3.207
H -1.196 6.578 -1.402
H 4.864 -2.639 -3.654
H 5.444 -5.073 -3.439
H 6.292 -3.072 -4.611
H -2.612 -4.014 6.141
H 0.386 0.364 3.938
H 0.851 -0.855 5.137
H 4.719 -2.830 -5.390
H 0.044 0.578 6.990
H 0.289 2.843 -1.138
H -5.172 -2.678 6.906
H -1.968 0.250 4.684
H 0.987 -1.901 -2.814
H 1.613 0.564 1.171
H 0.952 -4.654 -1.377
H -1.416 -2.838 -7.225
H -1.075 1.501 0.719
H 1.902 -1.094 -0.686
H -3.582 -3.988 4.648
H 0.338 7.466 -3.045
H -1.238 -2.310 -3.456
H 2.384 -3.533 -1.388
H 1.384 -3.353 -3.700
H -0.879 -4.078 -3.641
H 1.570 9.417 -2.081
H 1.139 8.916 -0.459
H -1.285 -1.713 2.019
H 1.036 5.809 5.580
H -0.875 -3.854 0.448
H -5.811 -3.223 5.344
H -4.588 -0.957 -8.809
H -0.197 -1.301 3.810
H -0.135 9.399 -1.589
H -0.369 0.632 -0.652
H -1.254 -3.397 -2.078
H 6.156 -5.900 -5.605
H -2.668 -2.453 -6.021
H 1.743 2.200 -0.391
```


(5)
Molecular formula: C32H52N4O8S2
Method: DFT, ωB97M-V/def2-TZVPD

For the energy above the lowest of the compared OMol25 structures with the same formula, charge and spin, the calculation gives 1120.1 kJ/mol. As for the HOMO energy: -7.6 eV. The calculation puts the total energy at -78021.662 eV. For the orbital gap, the calculation gives 0.2878 Ha. Its LUMO energy is 0.23 eV.

XYZ file:
```
98
C32H52N4O8S2 | the OMol25 dataset | ωB97M-V/def2-TZVPD
S 1.639 4.425 2.317
S 1.718 1.784 4.730
O 1.707 5.866 1.656
O 3.136 3.760 2.200
O -3.537 3.491 2.793
O 1.022 4.736 3.685
O 1.835 -2.403 0.089
O 0.111 -4.015 0.641
O 5.068 0.221 4.666
O -0.425 1.379 2.855
N 4.253 2.427 3.680
N -2.697 -1.515 -7.483
N -2.774 -6.331 -4.314
N 2.202 -0.791 4.321
C 0.526 -2.652 0.197
C -0.734 -0.495 1.164
C -3.174 0.459 -8.788
C 0.349 0.703 0.726
C 0.614 3.221 1.232
C -2.594 -5.061 -4.741
C -2.195 -5.747 -6.988
C -4.306 0.709 -8.020
C 1.432 3.358 -0.221
C -3.801 -1.245 -6.753
C 1.998 1.440 2.860
C 5.222 1.372 3.957
C -1.365 2.189 3.497
C -2.373 -7.065 -6.579
C -1.565 -5.204 -0.965
C 4.074 1.796 1.100
C -2.942 2.138 2.934
C 6.806 1.611 3.466
C -4.630 -0.159 -6.982
C 0.017 -4.831 -0.607
C -2.308 -4.723 -6.053
C -2.660 -7.304 -5.245
C -3.906 1.362 4.060
C 2.369 -0.151 2.921
C -0.686 -1.569 -0.119
C 3.333 2.344 2.503
C 1.039 -1.746 4.367
C 0.616 1.807 1.970
C -0.745 4.033 0.908
C -1.859 3.320 -0.046
C 4.646 3.784 4.147
C -2.409 -0.656 -8.485
H -2.812 -8.315 -4.877
H 7.174 0.653 2.900
H -1.492 1.785 4.619
H -1.740 -4.835 -2.078
H -2.894 1.116 -9.604
H -1.325 4.486 1.834
H 5.330 4.413 3.397
H -0.320 -0.943 -1.054
H -2.292 -7.885 -7.283
H -5.036 1.324 3.679
H 2.252 4.201 -0.218
H -0.155 1.164 -0.214
H -1.518 -0.896 -9.058
H -2.045 2.182 0.143
H 0.998 -2.234 5.455
H -4.931 1.572 -8.228
H 0.572 -4.284 -1.482
H -0.392 -1.114 2.090
H 3.479 0.898 0.606
H -2.688 -4.298 -3.974
H -2.218 -4.559 -0.233
H 1.975 2.398 -0.579
H 5.179 1.478 1.227
H 5.369 3.611 5.086
H -1.841 -0.121 1.202
H -3.546 0.270 4.284
H 7.502 1.961 4.342
H 1.378 0.231 0.348
H -3.058 1.518 1.952
H 3.767 4.449 4.608
H -4.206 3.668 3.517
H 6.754 2.495 2.670
H -5.506 0.008 -6.365
H 4.079 2.642 0.256
H 2.783 1.415 5.522
H -0.399 5.005 0.299
H -4.009 -1.949 -5.953
H -1.152 3.340 3.654
H 3.515 -0.393 2.674
H -1.725 -2.064 -0.337
H 3.050 -1.410 4.496
H 0.693 3.658 -1.110
H 1.785 -0.892 2.250
H -0.007 -1.192 4.240
H 1.138 -2.663 3.617
H -1.525 3.517 -1.174
H 0.612 -5.833 -0.368
H -3.835 1.972 5.078
H -2.175 -3.686 -6.340
H -2.869 3.934 0.081
H -1.750 -6.355 -0.829
H -1.971 -5.520 -8.026
```